A molecular structure, C14H21F5IO2OsP2 in a non-equilibrium geometry. Source: the OMol25 dataset; level of theory: the ωB97M-V functional and the def2-TZVPD basis.

The geometry in XYZ format:
```
46
Properties=species:S:1:pos:R:3:lowdin_spin:R:1
C 0.545 -2.674 -4.139 0.038
I -0.777 -1.425 -2.866 0.218
H -0.108 -3.385 -4.678 -0.001
H 1.251 -3.184 -3.484 0.001
H 1.049 -2.031 -4.857 0.005
Os 0.441 -0.339 -0.877 1.646
P 0.101 -2.253 0.368 0.182
C 1.663 -3.181 0.546 0.072
C -0.437 -2.134 2.111 0.016
H -0.668 -3.148 2.463 0.003
H -0.896 -4.436 0.461 0.003
H -1.320 -1.493 2.200 0.001
H -2.055 -3.229 -0.186 0.001
H 2.364 -2.542 1.092 0.000
H 0.376 -1.707 2.706 0.001
C -1.018 -3.575 -0.214 0.029
H 1.492 -4.116 1.096 0.014
H -0.760 -3.867 -1.236 0.004
H 2.059 -3.403 -0.451 0.000
P -0.265 1.705 -1.716 0.182
C 1.204 2.478 -2.473 0.078
C -1.517 1.996 -3.038 0.025
H -1.663 2.576 0.071 0.001
H -1.181 3.833 -1.130 0.002
H -0.006 3.266 0.120 0.000
C -0.839 2.977 -0.533 0.013
H -2.511 1.690 -2.698 0.000
H -1.523 3.074 -3.273 0.003
H 0.907 3.419 -2.958 0.015
H 1.620 1.786 -3.217 0.001
H -1.233 1.428 -3.926 0.003
H 1.936 2.667 -1.678 0.000
C 2.311 -0.367 -1.092 0.180
O 3.471 -0.403 -1.242 0.140
F -1.347 2.741 5.532 0.092
C -0.845 2.203 4.405 0.231
C 0.537 2.192 4.186 0.007
F 1.365 2.719 5.112 -0.007
C 1.035 1.648 3.024 0.107
F 2.363 1.621 2.806 0.033
C 0.191 1.117 2.007 0.187
O 0.727 0.674 0.909 0.306
C -1.205 1.135 2.275 0.066
F -2.063 0.620 1.332 0.025
C -1.717 1.659 3.450 0.061
F -3.053 1.668 3.689 0.014
```

Calculated values
E = -2265.75014 Eh
Multiplicity = 5
HOMO level (alpha / beta) = -18.701 / -19.352 eV
Total charge = +3
M = 695.39 g/mol
LUMO energy (alpha / beta) = -0.387 / -0.507 Ha